{"formula": "C28H33N4S", "method": "the ωB97M-V functional and the def2-TZVPD basis", "symbols": ["C", "C", "C", "N", "C", "S", "C", "C", "N", "C", "C", "C", "N", "C", "C", "C", "H", "H", "H", "H", "H", "H", "H", "H", "H", "H", "H", "H", "H", "H", "H", "H", "H", "H", "H", "C", "N", "C", "C", "C", "C", "C", "C", "C", "C", "C", "C", "C", "C", "C", "C", "C", "H", "H", "H", "H", "H", "H", "H", "H", "H", "H", "H", "H", "H", "H"], "coordinates": [[1.92035, -3.37589, 1.13154], [2.50934, -2.37875, 2.13681], [2.34150, -2.88308, 3.57390], [3.89803, -2.17939, 1.87669], [4.16229, -0.95059, 1.66986], [5.79144, -0.31689, 1.36567], [6.51430, -0.88683, 2.87795], [7.86666, -0.50707, 2.93650], [8.98020, -0.18291, 2.97622], [2.92461, -0.07090, 1.73143], [3.02470, 0.89635, 2.90978], [2.70776, 0.66424, 0.40926], [1.82042, -1.05349, 1.96385], [0.59195, -0.71652, 2.59391], [-0.48734, -0.33156, 1.91161], [-1.75318, 0.05103, 2.57076], [2.39214, -4.35305, 1.22713], [0.84766, -3.48526, 1.28203], [2.08265, -3.02660, 0.11390], [2.92181, -3.79310, 3.72283], [2.71272, -2.13934, 4.27710], [1.29534, -3.08745, 3.79962], [5.95224, -0.46001, 3.71370], [6.40393, -1.97402, 2.93303], [3.89216, 1.54722, 2.80948], [2.13655, 1.52384, 2.97802], [3.12517, 0.33868, 3.84043], [3.52971, 1.34726, 0.19790], [2.63477, -0.04711, -0.41201], [1.78886, 1.24665, 0.43406], [0.53792, -0.75958, 3.66930], [-0.41997, -0.30561, 0.83724], [-2.54671, 0.26793, 1.85245], [-2.10928, -0.74801, 3.22202], [-1.61621, 0.93591, 3.19422], [-3.22210, 4.96205, -0.71017], [-3.08735, 3.58106, -1.16442], [-1.94298, 2.84438, -1.08929], [-2.10205, 1.63767, -1.78897], [-1.06531, 0.71067, -2.04351], [-1.22494, -0.60262, -2.58483], [-2.36595, -1.39100, -2.31780], [-2.55989, -2.58794, -2.96251], [-1.60629, -3.06401, -3.84782], [-0.43875, -2.34959, -4.06192], [-0.23969, -1.14188, -3.43944], [-3.44004, 1.67580, -2.35783], [-4.12268, 0.85496, -3.26299], [-5.36347, 1.23733, -3.71142], [-5.93606, 2.44465, -3.30852], [-5.27886, 3.27514, -2.43271], [-4.02501, 2.89146, -1.95514], [-4.18502, 5.37846, -0.99184], [-3.12338, 5.01582, 0.37127], [-2.44239, 5.56846, -1.16432], [-1.03905, 3.17689, -0.60799], [-0.05565, 1.07200, -1.91868], [-3.08544, -1.04235, -1.59504], [-3.45389, -3.16135, -2.77619], [-1.76706, -3.99745, -4.36296], [0.30967, -2.73509, -4.73466], [0.64862, -0.56511, -3.63528], [-3.66837, -0.04465, -3.63337], [-5.89587, 0.59525, -4.39260], [-6.88970, 2.74013, -3.71486], [-5.70558, 4.21479, -2.13241]], "e_lumo_ev": -5.27, "e_above_lowest_ev": 3.106, "gap_ev": 5.13, "charge": 1, "fmax_ev_per_a": 3.547, "e_homo_ev": -10.403}


{"formula": "C34H36AuIN5O", "method": "the ωB97M-V functional and the def2-TZVPD basis", "symbols": ["Au", "C", "C", "C", "C", "C", "C", "C", "C", "N", "C", "C", "C", "C", "N", "C", "C", "C", "C", "C", "C", "C", "C", "H", "H", "H", "H", "H", "H", "H", "H", "H", "H", "H", "H", "H", "H", "H", "H", "H", "H", "H", "H", "H", "H", "H", "H", "C", "C", "N", "C", "C", "C", "C", "C", "C", "C", "C", "C", "N", "C", "H", "H", "H", "H", "H", "H", "H", "H", "N", "C", "O", "C", "I", "H", "H", "H", "H"], "coordinates": [[-0.10119, -0.09639, -0.28802], [3.80081, -0.53339, -2.44322], [3.86581, -1.24389, -1.13602], [4.78271, -2.27449, -0.92792], [4.84311, -2.94809, 0.27978], [3.98591, -2.59309, 1.31528], [3.05451, -1.56989, 1.15908], [2.14421, -1.17749, 2.27318], [3.00911, -0.88639, -0.06642], [2.12001, 0.17311, -0.26232], [2.48841, 1.40111, -0.18782], [3.82451, 1.83591, 0.29548], [1.50601, 2.42481, -0.59202], [1.99621, 3.75551, -1.02392], [0.26871, 2.09801, -0.55822], [-0.78789, 2.96381, -0.80812], [-1.43719, 2.94991, -2.05602], [-0.94659, 2.04871, -3.13742], [-2.50289, 3.82531, -2.25192], [-2.93199, 4.67621, -1.23662], [-2.29329, 4.67001, -0.00662], [-1.22319, 3.81111, 0.23868], [-0.52119, 3.78181, 1.54978], [4.22561, -1.15009, -3.23182], [4.39201, 0.38511, -2.41082], [2.77881, -0.26059, -2.70532], [5.45131, -2.54769, -1.72822], [5.55371, -3.74939, 0.41128], [4.06311, -3.09869, 2.26538], [2.48361, -1.60869, 3.21048], [1.13881, -1.54709, 2.06908], [2.08021, -0.09399, 2.36468], [4.34921, 1.02071, 0.79198], [3.71811, 2.66401, 0.99698], [4.45971, 2.18461, -0.52162], [2.84511, 3.65421, -1.69802], [2.34331, 4.32721, -0.16282], [1.21271, 4.32901, -1.51502], [0.07031, 2.32141, -3.42152], [-1.57379, 2.11831, -4.02162], [-0.92049, 1.01071, -2.79332], [-2.99049, 3.85611, -3.21452], [-3.75819, 5.34851, -1.41062], [-2.61629, 5.34271, 0.77318], [-1.13679, 4.22231, 2.32868], [0.39451, 4.37491, 1.49188], [-0.24959, 2.76201, 1.82558], [-4.60469, 0.26211, -0.41712], [-3.23789, 0.55091, -0.38462], [-2.31269, -0.38169, -0.43672], [-2.67149, -1.68019, -0.50982], [-4.03259, -2.07059, -0.53962], [-5.00429, -1.05229, -0.49702], [-4.35969, -3.45489, -0.61712], [-3.39149, -4.40419, -0.65172], [-2.01189, -4.04859, -0.63572], [-0.97359, -4.99389, -0.71642], [0.33151, -4.56419, -0.74852], [0.59361, -3.19539, -0.66492], [-0.35789, -2.29399, -0.55602], [-1.65039, -2.67999, -0.56672], [-5.32499, 1.06351, -0.38252], [-2.89409, 1.57081, -0.30152], [-6.05189, -1.30769, -0.51322], [-5.40089, -3.73169, -0.66122], [-3.65179, -5.44909, -0.70742], [-1.20849, -6.04739, -0.74962], [1.14761, -5.25959, -0.84972], [1.61001, -2.83109, -0.68852], [-1.84849, -1.63129, 2.74728], [-1.17029, -0.52209, 3.01898], [-0.67259, 0.20331, 2.15998], [-0.90299, -0.17809, 4.47248], [-2.08229, -1.18589, 5.99828], [-1.97499, -1.92289, 1.78938], [-2.27379, -2.18679, 3.47708], [-1.01609, 0.89231, 4.63238], [0.14051, -0.42729, 4.67728]], "e_lumo_ev": [-9.44, -13.76], "e_above_lowest_ev": 0.654, "gap_ev": [5.88, 2.09], "charge": 3, "fmax_ev_per_a": 2.150, "spin_multiplicity": 3, "e_homo_ev": [-15.328, -15.847], "s_squared": 2.010}


{"formula": "C4H5NO2S", "method": "the ωB97M-V functional and the def2-TZVPD basis", "symbols": ["C", "C", "C", "C", "H", "H", "H", "H", "H", "N", "O", "O", "S"], "coordinates": [[2.27310, -0.61592, -0.00651], [0.04242, -0.78823, -0.22472], [-1.77025, 0.56560, 0.28656], [-0.43766, 0.69744, -0.16482], [3.21625, -0.38501, -0.72632], [-2.36311, 1.39166, -0.34121], [-1.67290, 0.96235, 1.18690], [0.36890, 1.37085, 0.37393], [-0.13463, 1.19029, -1.21842], [-0.64038, -1.83293, 0.27788], [2.12057, -0.49877, 1.24791], [1.26197, -0.95813, -0.86958], [-2.26426, -1.09919, 0.17841]], "e_lumo_ev": 0.34, "e_above_lowest_ev": 4.352, "gap_ev": 8.83, "fmax_ev_per_a": 8.077, "e_homo_ev": -8.492}


{"formula": "C4H19BO5", "method": "the ωB97M-V functional and the def2-TZVPD basis", "symbols": ["O", "H", "H", "H", "B", "H", "H", "H", "H", "C", "C", "O", "O", "H", "H", "H", "H", "H", "H", "C", "C", "O", "O", "H", "H", "H", "H", "H", "H"], "coordinates": [[-1.28248, -0.47976, -0.41244], [-0.91100, 0.13998, 0.25493], [-0.76256, -1.39340, -0.42891], [-1.17749, -0.07068, -1.30812], [-0.57870, -3.25179, -0.55831], [0.16263, -4.12541, -0.73404], [-0.51617, -2.40016, -1.36050], [-1.67692, -3.63337, -0.54761], [-0.32143, -2.75257, 0.47264], [-0.45155, 1.15610, -3.54107], [-0.56436, 2.25261, -2.52602], [0.36188, 2.14578, -1.44798], [-0.97311, -0.10740, -3.15154], [0.51047, 1.13141, -4.08147], [-0.90950, 1.46206, -4.50340], [-1.57137, 2.29955, -2.10467], [-0.43078, 3.20831, -3.04009], [1.13738, 2.66822, -1.66478], [-0.32473, -0.76568, -3.43118], [1.26875, -0.04127, 2.58804], [1.60471, 0.54965, 3.95081], [0.67018, 0.15230, 4.92970], [-0.11803, 0.29245, 2.24125], [1.26117, -1.12666, 2.48011], [1.94004, 0.40465, 1.85323], [1.77643, 1.63092, 3.93552], [2.59465, 0.21325, 4.27170], [-0.18450, 0.58330, 4.86344], [-0.53360, -0.14238, 3.00075]], "e_lumo_ev": 0.12, "e_above_lowest_ev": 0.926, "gap_ev": 9.00, "fmax_ev_per_a": 2.724, "e_homo_ev": -8.880}


{"formula": "C38H93B8CaF28N10O4Sn", "method": "the ωB97M-V functional and the def2-TZVPD basis", "symbols": ["Ca", "Sn", "B", "H", "H", "H", "H", "C", "C", "N", "C", "C", "N", "C", "C", "H", "H", "H", "H", "H", "H", "H", "H", "H", "H", "H", "C", "C", "N", "C", "C", "N", "C", "C", "H", "H", "H", "H", "H", "H", "H", "H", "H", "H", "H", "C", "C", "N", "C", "C", "N", "C", "C", "H", "H", "H", "H", "H", "H", "H", "H", "H", "H", "H", "C", "N", "C", "C", "C", "C", "O", "H", "H", "H", "H", "H", "H", "H", "H", "H", "H", "H", "H", "H", "H", "C", "N", "C", "C", "C", "C", "O", "H", "H", "H", "H", "H", "H", "H", "H", "H", "H", "H", "H", "H", "H", "C", "N", "C", "C", "C", "C", "O", "H", "H", "H", "H", "H", "H", "H", "H", "H", "H", "H", "H", "H", "H", "C", "N", "C", "C", "C", "C", "O", "H", "H", "H", "H", "H", "H", "H", "H", "H", "H", "H", "H", "H", "H", "B", "F", "F", "F", "F", "B", "F", "F", "F", "F", "B", "F", "F", "F", "F", "B", "F", "F", "F", "F", "B", "F", "F", "F", "F", "B", "F", "F", "F", "F", "B", "F", "F", "F", "F"], "coordinates": [[1.50077, 10.34887, 8.70192], [-3.32187, 10.00114, 9.87201], [-0.75473, 11.42524, 8.54945], [-1.67622, 11.81518, 8.14565], [-0.82517, 11.32656, 9.62161], [-0.70232, 10.40686, 8.19674], [0.04661, 12.05241, 8.19060], [-4.38314, 4.23803, 7.62491], [-3.43115, 5.35876, 8.07547], [-2.46389, 4.91758, 9.05747], [-2.69360, 4.08355, 10.09403], [-1.50145, 3.78403, 10.74367], [-0.52680, 4.55062, 10.08995], [-1.14197, 5.24467, 9.04015], [0.78505, 4.60361, 10.61524], [-5.13202, 3.90854, 8.34514], [-3.79062, 3.35509, 7.38524], [-4.96344, 4.53459, 6.75118], [-3.98251, 6.01334, 8.75048], [-3.05201, 5.83725, 7.17248], [-3.73774, 3.88499, 10.28575], [-1.14933, 3.05939, 11.46292], [-0.82638, 6.16204, 8.56556], [0.73450, 4.79302, 11.68747], [1.37889, 5.44283, 10.25306], [1.23675, 3.68258, 10.24677], [2.28718, 5.46716, 4.89736], [1.11852, 6.02754, 5.74271], [-0.10898, 5.44981, 5.39521], [-0.27272, 4.08506, 5.30606], [-1.46893, 3.78282, 4.65712], [-1.98235, 5.02337, 4.26209], [-1.22180, 5.99836, 4.88634], [-3.21264, 5.19904, 3.48949], [1.97125, 5.67951, 3.87599], [2.52702, 4.40477, 4.94092], [3.22891, 5.99040, 5.06310], [1.15291, 7.11172, 5.63558], [1.25420, 5.80417, 6.80092], [0.52144, 3.44010, 5.65207], [-1.74690, 2.82673, 4.23877], [-1.46801, 7.04579, 4.79324], [-2.99431, 5.17541, 2.42184], [-3.58701, 6.18591, 3.76157], [-3.98436, 4.46972, 3.73572], [-0.53493, 16.07077, 2.73347], [-1.76536, 15.18256, 2.81711], [-1.37138, 13.89270, 3.42579], [-1.59184, 13.58849, 4.73452], [-1.31608, 12.21069, 4.90137], [-0.91191, 11.65969, 3.64806], [-0.89985, 12.74723, 2.79740], [-0.43582, 10.35582, 3.42765], [-0.13719, 16.29635, 3.72292], [-0.80537, 17.01700, 2.26485], [0.28165, 15.69400, 2.11756], [-2.12163, 15.03966, 1.79694], [-2.53304, 15.55308, 3.49644], [-1.81437, 14.37013, 5.44581], [-1.30753, 11.53072, 5.74039], [-0.52764, 12.50300, 1.81343], [-0.65678, 10.04106, 2.40774], [-1.11203, 9.76581, 4.04630], [0.60310, 10.27188, 3.74654], [-5.07206, 17.67287, 9.77770], [-5.23839, 16.22565, 9.38741], [-6.52019, 15.75002, 10.12382], [-5.43953, 16.02777, 7.92549], [-4.20142, 15.28524, 10.07391], [-3.35450, 15.86899, 11.32196], [-2.47851, 16.97017, 10.87314], [-4.15025, 17.96514, 9.27475], [-5.00405, 17.82251, 10.85524], [-5.93336, 18.08994, 9.25587], [-6.32829, 15.70180, 11.19571], [-6.71824, 14.73579, 9.77709], [-7.42958, 16.34761, 10.06062], [-4.71078, 16.59494, 7.34640], [-6.40152, 16.35753, 7.53315], [-5.39215, 14.96150, 7.70429], [-3.52735, 15.00621, 9.26405], [-4.58381, 14.27788, 10.23854], [-2.61175, 15.13982, 11.64557], [-4.04325, 16.03240, 12.15083], [-1.87410, 17.24594, 11.56614], [-1.11349, 11.65431, 15.74126], [0.18873, 12.14314, 14.99548], [1.05965, 10.95558, 14.59235], [-0.24500, 12.92568, 13.67995], [0.91960, 13.03678, 15.96607], [1.51756, 12.53591, 17.27696], [2.68842, 11.85224, 16.99089], [-1.68585, 12.56013, 15.94126], [-0.75707, 11.18290, 16.65714], [-1.56350, 10.88407, 15.11490], [1.31523, 10.35517, 15.46544], [2.03512, 11.10199, 14.12853], [0.47180, 10.37339, 13.88271], [-0.71963, 13.86198, 13.97349], [-1.01464, 12.33571, 13.18226], [0.66915, 13.01813, 13.09353], [0.42713, 13.99310, 16.14220], [1.77006, 13.36225, 15.36701], [0.89264, 11.92875, 17.93189], [1.82506, 13.39694, 17.87039], [3.23245, 11.71654, 17.77013], [0.13055, 15.20963, 7.20519], [0.99645, 16.01372, 8.12563], [0.19281, 16.53311, 9.33641], [2.03067, 15.03706, 8.58861], [1.63188, 17.22415, 7.30629], [3.02159, 17.74137, 7.86381], [2.70425, 18.51084, 9.01537], [-0.38652, 15.96328, 6.61125], [-0.63644, 14.66779, 7.75858], [0.77932, 14.59965, 6.57661], [-0.25518, 15.72902, 9.92023], [-0.61307, 17.16063, 8.95579], [0.82459, 17.13929, 9.98564], [2.54267, 15.48194, 9.44186], [2.76210, 14.79033, 7.81904], [1.64788, 14.08862, 8.96546], [0.84545, 17.97412, 7.39101], [1.83373, 16.89661, 6.28645], [3.63260, 18.27783, 7.13787], [3.64180, 16.98796, 8.34940], [3.46020, 18.67542, 9.58374], [6.86294, 11.49662, 9.51709], [6.79493, 10.81995, 8.19406], [6.10948, 9.50597, 8.35899], [5.87536, 11.64319, 7.33536], [8.14087, 10.63091, 7.43846], [9.37068, 10.24831, 8.27092], [9.27911, 8.98066, 8.82920], [5.92608, 11.71823, 10.02824], [7.34583, 12.45969, 9.35152], [7.49723, 10.84669, 10.11990], [5.64400, 9.25533, 7.40578], [5.26509, 9.50100, 9.04825], [6.85570, 8.74078, 8.57288], [4.91996, 11.54642, 7.85107], [5.78422, 11.12987, 6.37812], [6.18234, 12.65386, 7.06628], [8.18218, 11.61203, 6.96538], [8.08107, 9.95421, 6.58605], [9.83402, 10.98166, 8.93093], [10.19655, 10.24076, 7.55960], [9.85947, 8.96786, 9.59381], [2.65123, 7.89359, 8.61978], [2.60075, 6.52864, 8.95756], [3.70704, 8.21012, 7.77979], [1.45526, 8.12926, 7.99184], [2.63883, 8.69176, 9.68739], [3.04285, 11.93987, 10.74267], [3.60152, 11.33311, 9.70665], [3.64544, 13.17508, 11.05213], [1.72468, 12.06914, 10.39531], [3.04826, 10.96561, 11.72056], [-0.26125, 8.88520, 11.38928], [-0.80837, 7.85104, 10.69469], [0.69279, 8.32057, 12.27410], [0.42356, 9.69380, 10.52620], [-1.22773, 9.46059, 12.10491], [-4.19012, 12.10934, 12.91574], [-4.55357, 10.79879, 12.64487], [-4.06220, 12.36694, 14.17747], [-3.03888, 12.37876, 12.24422], [-5.10414, 13.02450, 12.35979], [2.05346, 11.17546, 6.08468], [1.52814, 12.13211, 5.22880], [3.09664, 10.52141, 5.59771], [2.39399, 11.86371, 7.20218], [1.05899, 10.27271, 6.43242], [-5.63530, 11.82988, 8.27180], [-5.21864, 12.16343, 9.48346], [-4.56780, 11.55188, 7.46631], [-6.52799, 10.83108, 8.38250], [-6.30476, 12.93024, 7.73604], [-3.49001, 8.39136, 6.47212], [-3.81821, 7.31665, 5.80060], [-3.66456, 9.46651, 5.51398], [-4.39694, 8.67629, 7.43191], [-2.25655, 8.42789, 7.07136]], "e_lumo_ev": -6.93, "gap_ev": 8.36, "charge": 3, "fmax_ev_per_a": 7.227, "e_homo_ev": -15.292}


{"formula": "C6H12O", "method": "the ωB97M-V functional and the def2-TZVPD basis", "symbols": ["C", "C", "C", "C", "C", "C", "H", "H", "H", "H", "H", "H", "H", "H", "H", "H", "O", "H", "H"], "coordinates": [[-0.53763, -2.28022, -2.52263], [-0.31420, -2.09815, -1.22759], [-0.45145, -0.77771, -0.61249], [-0.43701, -0.56639, 0.70454], [-0.19029, -1.63518, 1.73829], [-0.70988, 0.83371, 1.23354], [-0.66662, -1.40994, -3.15520], [-0.71564, -3.26739, -2.92824], [-0.17385, -2.99940, -0.64614], [-0.46661, 0.02952, -1.32754], [-0.57541, -2.60206, 1.43508], [0.89207, -1.75708, 1.86369], [-0.56537, -1.27149, 2.69218], [-1.65224, 0.85436, 1.77035], [0.17024, 1.10345, 1.81654], [-0.69993, 1.48212, 0.36177], [1.88971, 4.93068, 0.16379], [2.47225, 4.18473, 0.33805], [2.47650, 5.67916, 0.31912]], "e_lumo_ev": 0.83, "e_above_lowest_ev": 1.572, "gap_ev": 9.10, "fmax_ev_per_a": 1.825, "smiles": "C=CC=C(C)C.O", "e_homo_ev": -8.270}